# 1
The following is a DFT calculation (ωB97M-V/def2-TZVPD) of a cluster of 7 separate species, C5H24FN11O5 in total.

CARTESIAN COORDINATES (ANGSTROEM)
O (0.4278, 29.5106, 28.4220)
N (-4.6738, 31.5198, 28.2144)
H (-1.8824, 32.7417, 33.3141)
N (-1.8340, 29.5525, 30.2469)
O (-0.6963, 32.0893, 30.4407)
H (-3.1721, 32.2814, 29.4171)
N (1.8562, 30.0310, 30.0327)
H (-1.7349, 28.9783, 29.4219)
C (-0.9626, 32.6110, 31.5485)
H (-2.4496, 33.5719, 28.3378)
N (-2.0686, 27.1637, 34.2440)
C (-3.9918, 32.4706, 27.6951)
H (-2.6403, 31.7206, 32.1261)
N (1.0805, 27.9656, 29.8477)
H (-0.1277, 34.0703, 32.7505)
H (-1.2554, 30.3754, 30.1566)
O (-1.1258, 27.9747, 32.4715)
N (-2.5496, 26.1317, 27.2973)
F (-4.1268, 30.7402, 31.0787)
H (0.7612, 33.7301, 31.4675)
O (-4.1612, 32.8146, 26.5541)
N (-3.1140, 32.8530, 28.5865)
H (1.4521, 27.6910, 30.7458)
N (-1.8808, 32.3312, 32.3913)
H (0.8522, 27.3098, 29.1142)
C (1.0621, 29.1708, 29.4016)
H (-0.0053, 27.8330, 26.6074)
H (-1.0002, 27.0043, 25.4793)
H (-4.6410, 31.2103, 29.1753)
O (-2.0587, 28.1288, 27.9322)
C (-1.8847, 27.2243, 27.2243)
H (-2.7786, 29.8945, 30.3516)
H (1.7313, 31.0329, 30.0069)
C (-2.0653, 27.8135, 33.1553)
H (-5.4025, 31.0324, 27.7129)
H (-4.0094, 27.6530, 33.3891)
H (2.3762, 29.5522, 30.7541)
N (-0.8050, 27.2386, 26.4422)
H (-1.1798, 27.1240, 34.7220)
H (-2.0288, 25.3895, 26.8523)
N (-3.2729, 28.0578, 32.8288)
H (-2.9375, 26.0227, 28.2234)
N (-0.0217, 33.3927, 32.0091)
H (-2.9843, 27.1420, 34.6696)
H (-1.3941, 29.0078, 30.9748)
H (-3.5241, 28.6281, 32.0340)

Force components x, y, z for each atom (eV/Å):
-0.9 0.0 -1.4
-4.5 -5.1 2.0
-0.1 -0.1 -0.3
1.1 -0.2 -0.8
-1.7 -0.3 -0.4
1.2 0.7 1.0
1.2 0.3 1.8
-0.1 -0.1 -1.1
3.4 -0.9 -2.7
0.4 -0.1 0.5
1.2 -2.7 5.5
1.6 2.7 -4.0
-0.5 -0.2 -0.1
-0.3 -4.3 0.9
-0.6 -0.4 0.3
0.5 0.9 -0.3
5.2 1.8 -3.3
-2.1 -3.9 -0.5
0.5 0.3 -1.3
-0.4 -0.8 -0.7
-0.2 0.7 -0.8
1.4 0.9 1.3
-0.1 -0.2 -0.4
-3.6 -1.1 1.9
-0.1 -0.5 0.7
0.2 3.8 -1.8
-0.8 0.6 0.1
0.6 -0.2 0.0
0.4 -0.3 1.9
-2.2 5.2 4.6
3.2 0.5 -1.1
-1.1 0.0 1.0
-0.1 -0.4 0.0
-0.8 -0.8 -0.8
-0.1 0.1 -0.8
-0.2 0.6 -0.6
0.3 1.1 0.2
1.9 -1.1 -3.3
-0.5 -0.5 0.5
-0.6 -0.6 0.5
-5.9 2.1 -2.6
-0.4 -0.5 -0.4
3.2 3.9 1.9
1.1 -0.4 1.2
-0.5 -0.6 1.4
-0.2 -0.1 0.2

Calculated values
* net charge: +1
* orbital gap (spin up / spin down): 9.943 / 3.907 eV
* expectation value of S²: 0.761
* HOMO level (spin up / spin down): -12.04 / -12.04 eV
* LUMO energy (spin up / spin down): -2.1 / -8.1 eV
* 2S+1: 2

# 2
The following is a DFT calculation (ωB97M-V/def2-TZVPD) of a structure of composition C2H3FNOP.

CARTESIAN COORDINATES (ANGSTROEM)
F (-1.0951, -0.7852, -2.0262)
N (0.8931, -0.8454, -0.7187)
C (0.5948, -0.6106, 0.4787)
H (0.3796, 1.2555, 1.2709)
C (-0.2064, 0.6144, 0.7368)
H (0.9083, -1.4443, 1.0586)
H (-1.0134, 0.3886, 1.4115)
O (-0.6002, 1.1457, -0.4701)
P (0.1392, 0.2812, -1.7416)

Force components x, y, z for each atom (eV/Å):
0.6 1.0 -0.3
0.7 0.3 -1.4
0.1 -0.7 -0.8
1.8 2.2 1.4
-1.0 -2.1 0.7
0.0 0.1 1.9
-0.9 -0.2 0.1
0.8 -0.2 -1.9
-2.1 -0.4 0.4

Calculated values
* orbital gap: 10.893 eV
* HOMO level: -10.23 eV
* LUMO energy: 0.7 eV

# 3
The following is a DFT calculation (ωB97M-V/def2-TZVPD) of the molecule C3H2N2S2.

CARTESIAN COORDINATES (ANGSTROEM)
S (0.3064, 0.2658, -1.5210)
N (-1.2797, -1.4032, -0.3101)
C (-0.8923, -1.0307, -1.4535)
C (0.2910, 0.4079, 0.2028)
H (-1.2422, -1.4100, -2.3952)
H (-1.4912, -1.6619, 2.0624)
C (-0.6620, -0.6641, 0.7373)
N (-0.8600, -0.8707, 1.9805)
S (1.2742, 1.4036, 1.0034)

Force components x, y, z for each atom (eV/Å):
-0.1 0.1 -0.5
-0.3 -0.3 0.3
0.5 0.7 0.3
0.2 -0.4 0.4
-0.2 -0.4 -0.1
-0.2 -0.1 0.1
0.0 0.1 0.7
0.5 0.4 -1.3
-0.4 -0.1 0.1

Calculated values
* SMILES: [H]/N=C1\N=CSC1=S
* orbital gap: 7.560 eV
* HOMO level: -9.11 eV
* LUMO energy: -1.6 eV

# 4
The following is a DFT calculation (ωB97M-V/def2-TZVPD) of a structure of composition C13H17ClN6O8STi.

CARTESIAN COORDINATES (ANGSTROEM)
H (-1.5003, 1.6549, 3.1089)
C (2.7299, 1.0067, -1.1852)
O (-0.3295, 2.5866, -0.4332)
H (2.4502, -2.4377, 1.6741)
H (-3.2174, 1.8507, 3.6168)
C (1.0970, 1.3518, 1.9299)
H (-2.5609, 0.2160, 3.2451)
C (-0.9084, -2.9221, -1.2672)
H (-4.2990, -2.4381, -2.7442)
C (0.6964, 3.2980, -1.0787)
H (3.4745, 0.2491, -0.9071)
C (-1.4387, -3.8260, -2.1783)
H (2.9192, -4.5561, 0.2462)
H (3.1534, 1.5532, -2.0340)
O (-2.1896, 0.5079, 0.5489)
C (1.8519, -2.8229, 0.8674)
O (0.7227, 2.3141, 2.5846)
N (2.1416, -3.9278, 0.1544)
O (-2.6616, 2.8504, 0.9533)
N (-2.6345, -3.6658, -2.7242)
H (0.8146, 2.8799, -2.0862)
N (1.1927, -4.1582, -0.7760)
H (-3.3488, -0.7857, -1.1171)
C (2.4863, 1.3802, 1.2681)
O (-4.4168, 1.1551, 1.2209)
H (2.7586, 3.7974, -0.9356)
N (0.7341, -2.3154, 0.4257)
Cl (-1.5961, -1.9669, 2.1136)
O (1.6022, -0.1612, -2.9264)
C (1.5533, 0.1846, -1.7551)
Ti (-0.6402, -0.5284, 0.4342)
C (2.0309, 3.2278, -0.3360)
O (0.6346, -0.1641, -0.9289)
O (0.4490, 0.2369, 1.8169)
H (1.9278, 3.7305, 0.6277)
H (-0.8646, -4.7019, -2.4514)
H (3.1195, 1.9853, 1.9310)
C (-2.7954, -1.6626, -1.4325)
H (0.4301, 4.3546, -1.2040)
C (0.3617, -3.1558, -0.5783)
C (-2.5174, 1.2778, 3.0141)
C (-3.3103, -2.5835, -2.3262)
N (-1.5758, -1.8084, -0.9137)
S (-3.0249, 1.5024, 1.3470)
H (2.8805, 0.3626, 1.2440)
H (-0.9673, 3.1628, 0.0239)
N (2.5850, 1.9113, -0.0771)

Force components x, y, z for each atom (eV/Å):
0.0 0.0 0.0
0.1 0.1 0.0
-0.1 0.0 0.0
0.0 0.0 0.0
0.0 0.0 0.1
0.1 0.1 0.2
0.0 0.0 0.0
-0.1 0.1 -0.1
0.0 0.0 0.0
0.0 -0.1 0.1
0.0 0.0 0.0
0.1 0.0 0.1
0.0 0.0 0.0
0.0 0.0 0.0
-1.3 1.1 0.0
0.0 -0.1 -0.1
0.1 0.0 -0.1
-0.2 0.1 0.0
-0.2 -0.1 0.1
-0.2 0.3 0.1
0.0 0.0 0.0
-0.1 0.1 0.0
0.0 0.0 0.0
0.2 0.2 0.0
0.0 0.0 0.0
0.0 0.1 0.0
0.2 -0.5 -0.4
-0.4 -0.5 0.4
0.0 0.0 0.1
0.1 0.1 -0.2
1.1 -0.4 1.5
0.2 0.0 0.0
0.3 0.4 -0.7
0.5 0.8 0.5
0.0 0.0 0.0
0.0 0.0 0.0
0.0 0.0 0.0
0.0 0.2 0.1
0.1 0.0 0.0
0.2 0.0 0.1
0.0 0.0 0.0
0.0 -0.2 -0.2
-0.6 -1.3 -1.3
0.1 0.2 -0.4
0.0 0.0 0.0
0.2 -0.4 0.0
-0.5 -0.2 -0.1

Calculated values
* net charge: -1
* orbital gap (spin up / spin down): 6.142 / 7.040 eV
* expectation value of S²: 0.753
* HOMO level (spin up / spin down): -4.12 / -5.08 eV
* LUMO energy (spin up / spin down): 2.0 / 2.0 eV
* 2S+1: 2

# 5
The following is a DFT calculation (ωB97M-V/def2-TZVPD) of the ion C5H8N with charge +1.

CARTESIAN COORDINATES (ANGSTROEM)
N (-0.1423, -0.6233, -0.6749)
C (0.1631, 0.4034, 0.2840)
H (-0.5000, -2.0590, -2.0433)
H (0.4293, 0.0152, 2.3577)
H (-2.2400, -0.3977, 0.0087)
H (-1.1320, 2.1554, 0.5126)
H (1.7308, 0.9701, 1.6523)
C (0.2441, -1.6440, -1.3448)
C (1.0008, 0.1452, 1.4505)
H (-0.4520, 1.8805, -1.3959)
H (1.3573, -1.6498, -1.5923)
C (-0.7221, 1.5078, -0.2942)
H (1.5581, -0.7525, 1.2839)
C (-1.2952, 0.0487, -0.2044)

Force components x, y, z for each atom (eV/Å):
-0.6 0.5 -0.8
-1.6 -0.2 -0.4
0.4 -0.4 0.8
-0.3 0.0 0.2
-0.3 -0.2 0.6
0.4 -0.2 -1.1
-0.6 -0.6 -0.4
1.3 1.8 -1.5
1.1 1.2 0.9
-0.8 -0.4 2.8
-1.6 -0.7 0.8
0.6 -1.7 -1.7
0.4 -0.6 0.0
1.5 1.4 -0.3

Calculated values
* net charge: +1
* SMILES: C=[N+]1[C@@H]2C[C@@]21C
* orbital gap: 9.941 eV
* HOMO level: -14.47 eV
* LUMO energy: -4.5 eV

# 6
The following is a DFT calculation (ωB97M-V/def2-TZVPD) of a structure of composition C26H28N2O7.

CARTESIAN COORDINATES (ANGSTROEM)
H (-4.2716, 0.1921, 0.2146)
C (-1.0582, -1.7681, -1.2616)
H (-4.5217, -3.5052, 0.1060)
C (-0.1230, -0.8887, -0.7230)
H (7.7234, 0.0756, -1.1859)
H (4.9662, -2.3967, 0.8092)
C (5.3199, -1.4729, 0.1862)
C (-1.2538, -1.2346, 1.5706)
O (-3.1087, -2.5880, 1.6658)
C (5.7941, 0.7372, -0.9915)
C (6.8043, -0.0853, -0.9551)
H (-3.1432, -4.8883, 0.1547)
C (1.3518, 2.4850, 0.4740)
H (0.6312, -0.4668, -1.2854)
H (0.7835, 0.2726, 2.3521)
C (0.6296, 0.5217, 1.5003)
H (7.2597, -2.0801, -0.3654)
H (0.0399, -0.4626, -3.4617)
H (-4.0247, 4.1959, 0.2387)
O (-1.0672, -2.2089, -2.3442)
C (3.0623, -0.7078, 0.8917)
H (-3.7449, 3.8294, -1.3380)
H (-1.2052, -0.9009, 2.6560)
H (0.9756, -1.8892, -2.8503)
H (-4.1223, -4.7378, -1.3688)
H (-5.8986, 3.2170, -0.7418)
C (-1.6359, 3.0351, 0.3427)
H (6.0168, 1.8307, -1.6023)
O (2.6711, -1.9584, 1.5826)
H (-0.8375, 3.2263, -0.3078)
N (-2.9701, 2.5850, 0.0162)
C (4.3530, -0.6358, 0.3306)
H (-3.8815, -0.0860, -1.6994)
C (-0.7090, 2.3667, 1.5734)
C (-5.1387, 2.5452, -0.4125)
H (-1.5740, 1.7549, 2.0914)
C (-0.2877, -0.7152, 0.9133)
O (1.4126, 3.7511, -0.3315)
C (-3.7440, 3.3594, -0.4025)
H (-1.7539, 4.2931, 0.6694)
C (-3.8220, -3.9935, -0.5475)
C (-4.0766, 0.7660, -0.9867)
C (6.4897, -1.3801, -0.4982)
H (-2.1601, -2.5558, 3.5608)
O (-5.0007, 1.3908, -1.2684)
H (-0.2151, -2.1610, -4.2069)
C (-2.1062, -2.1988, 0.8135)
C (-3.1720, -2.3033, 3.1594)
H (-5.4491, 2.4237, 0.7703)
N (0.4034, 1.9007, 0.9972)
C (-2.0009, -2.4048, -0.4002)
C (2.1591, 0.0990, 0.8337)
O (-2.9331, -2.9682, -1.0796)
H (-0.6038, 3.1172, 2.2227)
H (-3.3365, -1.2347, 3.2212)
C (0.0386, -1.8218, -3.2599)
H (-1.9688, 0.7628, -0.5147)
H (-2.4650, 1.7795, -1.8938)
C (4.5520, 0.5707, -0.3495)
O (3.7248, 1.8599, -0.3472)
C (-2.8916, 1.4649, -0.7759)
H (-3.9249, -2.8826, 3.4315)
C (2.5984, 1.4482, 0.1965)

Force components x, y, z for each atom (eV/Å):
0.5 0.6 -2.3
3.0 4.7 11.5
-0.7 -0.4 -0.1
-3.2 -1.4 5.3
5.5 1.6 -2.1
1.3 1.0 -1.4
1.3 -8.0 2.2
-0.8 -1.5 1.2
-1.8 -1.3 0.4
-2.5 7.9 -2.1
-3.4 -5.4 1.5
-1.8 3.0 -1.7
7.4 7.3 -9.4
1.5 0.9 -0.6
1.3 -1.3 11.3
2.0 -3.2 -14.0
0.7 -1.2 -0.1
-0.5 -3.9 0.8
0.3 0.3 0.6
1.9 -3.4 -13.4
4.1 -17.0 6.1
1.0 0.6 -2.5
-1.0 -1.1 -1.4
2.1 -1.2 1.0
-0.1 2.0 0.9
-0.7 0.0 -1.0
0.5 5.1 4.4
-1.0 -3.0 2.1
2.3 5.3 -2.8
0.3 -0.3 -2.6
14.9 -10.3 7.1
-3.6 7.3 -1.9
-0.2 0.4 0.7
-9.5 0.9 -2.1
-0.1 1.7 2.0
2.6 -0.3 -1.1
4.4 5.3 -6.8
-0.7 -6.7 5.2
-16.0 10.4 -3.4
0.0 -3.5 -0.5
3.5 -3.4 0.8
9.9 -13.5 6.1
0.3 2.1 1.2
-1.1 0.0 0.1
-14.9 10.6 -3.2
0.0 -1.2 -1.4
0.6 4.0 12.9
5.1 2.2 -4.3
1.0 -1.0 -2.9
-0.8 -6.8 4.0
0.4 0.2 -4.8
-8.4 15.9 -2.5
-4.0 -3.9 -2.8
1.2 3.0 2.4
-0.3 0.1 0.5
-3.6 5.7 0.5
-2.3 1.2 0.0
-1.0 -0.1 1.9
2.5 2.6 -1.5
-0.4 -4.7 0.8
8.2 -1.9 -3.4
-3.2 -2.4 1.6
-4.2 -0.5 3.0

Calculated values
* orbital gap: 6.713 eV
* HOMO level: -7.89 eV
* LUMO energy: -1.2 eV